--- 1 ---
A single C26H32N4O3 molecule, computed with ωB97M-V with the def2-TZVPD basis set.

```
65
Properties=species:S:1:pos:R:3:lowdin_charge:R:1
O -1.01219 3.39130 -5.39993 0.091
C -0.55301 2.37113 -4.94543 -0.477
C -0.00286 1.24359 -5.80161 -0.090
C 1.51496 1.43266 -5.99150 -0.134
C 2.24414 1.40880 -4.67769 -0.256
C 2.54826 0.20030 -4.06045 -0.051
C 3.19269 0.17545 -2.83548 -0.091
C 3.53916 1.36156 -2.20938 -0.108
C 3.23156 2.57055 -2.81111 -0.073
C 2.58858 2.59295 -4.03608 -0.038
N -0.44499 2.11324 -3.60693 0.168
C -0.72601 3.01398 -2.59106 -0.229
C -1.34057 4.24979 -2.61777 -0.003
C -1.34247 4.65829 -1.27937 -0.146
N -0.78021 3.75830 -0.49946 0.076
N -0.39116 2.75975 -1.30023 -0.065
C 0.21781 1.57385 -0.74365 -0.272
C -0.85445 0.57070 -0.30422 -0.100
C -0.18998 -0.64042 0.36602 -0.171
N 0.66858 -0.29347 1.47898 -0.170
C -0.05564 0.07153 2.68713 -0.153
C -0.81152 -1.11217 3.22847 -0.232
C -0.17997 -2.34070 3.35523 -0.028
C -0.84466 -3.44493 3.85812 -0.015
C -2.17395 -3.33260 4.25058 -0.266
O -2.94843 -4.34260 4.75060 -0.054
C -2.38226 -5.61457 4.98789 -0.176
C -1.58332 -5.63569 6.29736 -0.242
O -2.41492 -5.41977 7.40715 -0.053
C -2.81457 -2.10040 4.12437 0.000
C -2.14115 -1.00896 3.61648 -0.032
C 1.67307 0.66546 1.07212 -0.180
C 1.09562 1.94375 0.45087 -0.119
H -0.20602 0.27522 -5.34052 0.117
H -0.49167 1.28461 -6.77515 0.122
H 1.88611 0.63389 -6.63743 0.119
H 1.68482 2.38752 -6.49124 0.123
H 2.28646 -0.72848 -4.54881 0.115
H 3.42904 -0.77141 -2.37139 0.105
H 4.04979 1.34310 -1.25803 0.103
H 3.49519 3.49889 -2.32671 0.109
H 2.34881 3.53815 -4.50103 0.123
H 0.00026 1.25102 -3.32774 0.126
H -1.71955 4.75965 -3.47651 0.090
H -1.73091 5.56540 -0.86158 0.097
H 0.85586 1.11683 -1.51265 0.127
H -1.52902 1.06543 0.39603 0.117
H -1.44472 0.24123 -1.16185 0.118
H 0.42938 -1.16205 -0.37258 0.124
H -0.95283 -1.33536 0.72266 0.121
H -0.74984 0.91334 2.54240 0.117
H 0.69031 0.38174 3.42680 0.132
H 0.84980 -2.43069 3.04542 0.117
H -0.31357 -4.38066 3.93909 0.105
H -1.76396 -5.94504 4.14653 0.121
H -3.23985 -6.28672 5.08272 0.134
H -1.12583 -6.61721 6.43761 0.125
H -0.79119 -4.87319 6.26014 0.116
H -2.96341 -4.64753 7.21861 0.089
H -3.84742 -2.02596 4.42666 0.117
H -2.65713 -0.06400 3.52450 0.114
H 2.31229 0.16775 0.33434 0.109
H 2.28792 0.91660 1.93902 0.121
H 1.90294 2.59966 0.12427 0.112
H 0.49181 2.48765 1.17638 0.105
```

## Properties
SMILES	O=C(CCc1ccccc1)Nc1ccnn1C1CCN(Cc2ccc(OCCO)cc2)CC1
Kohn-Sham gap	8.88	eV
E_HOMO	-8.329	eV
E_LUMO	0.55	eV


--- 2 ---
A 2-piece molecular cluster, C26H32N4O3 overall, computed with ωB97M-V with the def2-TZVPD basis set.

```
65
Properties=species:S:1:pos:R:3:lowdin_charge:R:1
C 0.89144 1.18651 3.84966 -0.086
C 0.70865 -0.31781 4.08771 -0.220
C 0.86803 -1.18200 2.81278 -0.301
C -0.29061 -0.89348 1.83597 -0.043
C 0.95417 -2.69690 3.14121 -0.192
N 2.10925 -2.97739 4.01354 0.120
C 2.11670 -3.30653 5.30503 -0.560
C 0.80815 -3.47664 6.05090 0.006
O 3.17024 -3.48325 5.89417 0.037
C 1.10486 -3.54403 1.86131 -0.467
O 2.16899 -3.54544 1.25378 0.055
N 0.08620 -4.27237 1.39084 0.034
C -1.25073 -4.42781 1.96375 -0.061
H 0.87204 1.70665 4.80701 0.075
H 0.09233 1.58245 3.22783 0.039
H 1.85143 1.37078 3.36798 0.084
H -0.27421 -0.49291 4.52735 0.109
H 1.45915 -0.60596 4.82217 0.104
H 1.80111 -0.89408 2.32459 0.146
H -1.24779 -1.14320 2.29383 0.081
H -0.16780 -1.46236 0.91430 0.084
H -0.29420 0.15711 1.55173 0.059
H 0.03343 -2.98035 3.64366 0.123
H 3.01888 -2.95192 3.57310 0.157
H 1.02761 -3.71099 7.09176 0.087
H 0.23810 -2.55261 6.00339 0.068
H 0.24605 -4.29556 5.60725 0.078
H 0.29801 -4.78408 0.54660 0.146
H -1.77097 -3.46869 1.97238 0.072
H -1.18282 -4.81781 2.98136 0.081
H -1.82809 -5.13073 1.36006 0.089
O 0.25953 3.64183 -1.06267 0.066
C -0.60645 3.63006 -1.92463 -0.424
C -0.24739 4.12271 -3.32193 -0.066
C 0.04583 2.97211 -4.25255 -0.214
C -0.93830 2.47249 -5.11667 -0.031
C -0.64785 1.41424 -5.98456 -0.016
C 0.63105 0.84266 -6.00301 -0.192
C 0.93650 -0.21204 -6.87521 -0.029
C 2.21843 -0.77232 -6.88531 -0.080
C 3.20303 -0.28234 -6.02209 -0.077
C 2.90714 0.76873 -5.14792 -0.024
C 1.62582 1.33754 -5.13222 -0.178
C 1.32223 2.39369 -4.26332 0.035
N -1.90833 3.25930 -1.66984 0.150
C -2.50082 2.88353 -0.48745 -0.297
C -1.86831 2.60600 0.73205 -0.005
C -2.63026 2.23482 1.83698 -0.071
C -4.00830 2.15238 1.67130 -0.084
C -4.56929 2.43761 0.42503 -0.130
N -3.82409 2.79329 -0.63341 0.106
H -1.06718 4.72899 -3.71427 0.120
H 0.62993 4.77252 -3.25344 0.129
H -1.93381 2.90510 -5.12551 0.107
H -1.41974 1.03960 -6.64961 0.112
H 0.17895 -0.59937 -7.54936 0.110
H 2.44862 -1.58899 -7.56320 0.100
H 4.19768 -0.71850 -6.02832 0.101
H 3.67756 1.14197 -4.47981 0.113
H 2.08653 2.77052 -3.58937 0.128
H -2.55949 3.32858 -2.43898 0.142
H -0.79242 2.67467 0.83090 0.096
H -2.16671 2.02111 2.79635 0.099
H -4.65148 1.87159 2.49787 0.097
H -5.64621 2.36737 0.30716 0.103
```

## Properties
SMILES	CC[C@H](C)[C@H](NC(C)=O)C(=O)NC.O=C(Cc1ccc2ccccc2c1)Nc1ccccn1
Kohn-Sham gap	8.46	eV
E_HOMO	-8.168	eV
E_LUMO	0.29	eV


Energies relative to the most stable structure are 1 1.728; 2 0.000, reported in eV.


--- 1 ---
A 2-piece molecular cluster, C8H14N3O overall, computed with ωB97M-V with the def2-TZVPD basis set.

```
26
Properties=species:S:1:pos:R:3:lowdin_charge:R:1
C 0.33455 1.99360 -1.42609 0.044
C 1.10369 -0.06478 3.36099 0.078
C -0.68773 1.42158 1.68844 0.080
C 0.85025 0.88051 -0.97692 -0.106
C 0.34276 -0.59598 2.37335 -0.116
C -1.75226 0.05947 -0.91431 -0.425
C 1.39973 -1.92651 -1.11490 -0.033
C -0.11751 -0.14864 -0.55827 -0.245
N -1.98807 -0.54148 -2.15992 0.162
N 0.12633 -1.40401 -0.71441 -0.011
N -0.10971 0.34316 1.38065 -0.007
O -2.52976 0.49657 -0.12836 0.119
H 0.87379 2.93368 -1.76658 0.104
H -0.74592 2.40393 -1.31049 0.114
H 1.34913 -0.77625 4.09735 0.054
H 1.18470 0.99646 3.53711 0.072
H -1.07229 2.12223 1.04038 0.066
H -0.79378 1.77241 2.70974 0.115
H 1.87617 0.76169 -1.16379 0.104
H 0.02349 -1.58663 2.22160 0.100
H 1.38049 -1.95847 -2.19931 0.102
H 2.29663 -1.44203 -0.84997 0.085
H 1.32571 -2.94730 -0.80445 0.095
H -1.19602 -0.51465 -2.89729 0.165
H -2.80842 -0.18864 -2.56237 0.090
H -0.66595 -2.08994 -0.86217 0.193
```

## Properties
total charge	+1
Kohn-Sham gap	9.93	eV
E_HOMO	-13.137	eV
E_LUMO	-3.20	eV


--- 2 ---
An isolated ion of composition C8H14N3O and charge +1, computed with ωB97M-V with the def2-TZVPD basis set.

```
26
Properties=species:S:1:pos:R:3:lowdin_charge:R:1
C -2.22555 -0.25173 0.94798 0.016
N -0.75289 -0.37428 1.18836 -0.043
C -0.16981 -1.80709 1.10031 0.040
C 0.67527 -1.35795 -0.10639 -0.206
C 2.12157 -1.70201 -0.34613 0.027
N -0.26737 -0.65596 -1.06032 0.145
C 0.11741 -0.19851 -2.31222 -0.517
O 0.23943 -0.98916 -3.21901 0.113
N 0.26015 1.17819 -2.42353 0.104
C 0.10696 2.14162 -1.33422 -0.111
C 0.65113 1.53606 0.05339 -0.012
C 0.08795 0.14702 0.13773 -0.293
H -2.83920 -1.03955 1.40104 0.105
H -2.48964 0.82427 1.13973 0.118
H -2.48388 -0.35347 -0.19091 0.142
H -0.51261 -0.11690 2.15864 0.206
H -0.90670 -2.62375 0.79285 0.170
H 0.38129 -2.11140 1.92771 0.115
H 2.63721 -0.80146 -0.35017 0.059
H 2.37069 -2.19785 -1.29738 0.108
H 2.51465 -2.32650 0.47852 0.106
H 0.44887 1.42691 -3.34395 0.127
H -0.94244 2.49237 -1.29294 0.126
H 0.68340 3.01499 -1.56966 0.114
H 1.69783 1.47088 0.09140 0.105
H 0.12354 2.07736 0.87132 0.138
```

## Properties
SMILES	C[N@H+]1C[C@@]2(C)N3C(=O)NCC[C@]312
total charge	+1
Kohn-Sham gap	10.01	eV
E_HOMO	-13.142	eV
E_LUMO	-3.13	eV


Energies relative to the most stable structure are 1 1.236; 2 0.000, reported in eV.


--- 1 ---
A 2-piece molecular cluster, C5H10ClNS overall, computed with ωB97M-V with the def2-TZVPD basis set.

```
18
Properties=species:S:1:pos:R:3:lowdin_charge:R:1
C -0.01762 -0.33209 1.77893 -0.045
C -1.01016 -0.28580 0.61836 -0.466
C -2.25217 0.51235 0.87769 -0.079
C -0.23690 0.16448 -0.55017 -0.160
N 0.48136 -0.59749 -1.18463 0.043
C 1.38556 -1.06121 -2.02911 -0.803
S 2.91652 -1.40319 -1.74083 0.583
H 1.01200 0.19842 1.53005 0.126
H 0.28659 -1.37925 1.97195 0.091
H -0.48796 0.09804 2.62829 0.049
H -1.24283 -1.23627 0.30511 0.106
H -2.54662 0.31196 2.03342 0.123
H -3.07985 0.22577 0.17683 0.086
H -1.86517 1.64099 0.78464 0.121
H -0.15046 1.26201 -0.72008 0.118
H 0.96198 -1.45389 -2.96429 0.070
Cl 2.43877 2.09101 -1.68313 0.299
H 3.40696 1.24417 -1.83304 -0.261
```

## Properties
SMILES	CC(C)/C=N/C=S.Cl
Kohn-Sham gap	9.03	eV
E_HOMO	-8.425	eV
E_LUMO	0.61	eV


--- 2 ---
A single C5H10ClNS molecule, computed with ωB97M-V with the def2-TZVPD basis set.

```
18
Properties=species:S:1:pos:R:3:lowdin_charge:R:1
N -1.35694 1.79278 -1.04910 0.049
C -1.10474 0.81223 0.01610 -0.385
C 0.23579 1.01047 0.79063 -0.117
C 0.50030 -0.45683 0.63110 -0.417
C 1.94421 -1.04387 0.44406 -0.506
Cl 2.82696 -0.26338 -0.92067 0.531
C -0.55953 -0.53876 -0.47808 -0.642
S -1.61857 -1.98326 -0.44946 0.758
H -2.15661 1.52690 -1.54425 0.049
H -1.58153 2.66522 -0.60369 0.072
H -2.00986 0.71376 0.69762 0.153
H 0.31463 1.47544 1.77274 0.112
H 0.86997 1.57259 0.07399 0.108
H 0.09436 -1.06543 1.47488 0.136
H 2.62063 -0.92267 1.32334 0.082
H 1.81831 -2.08726 0.19620 0.058
H -0.14676 -0.37499 -1.47119 0.102
H -0.69062 -2.83291 -0.90423 -0.141
```

## Properties
SMILES	N[C@@H]1C[C@H](CCl)[C@H]1S
Kohn-Sham gap	9.92	eV
E_HOMO	-9.111	eV
E_LUMO	0.81	eV


Energies relative to the most stable structure are 1 1.377; 2 0.000, reported in eV.